Molecular formula: C30H28BClI3N2O6Re
Method: DFT, ωB97M-V/def2-TZVPD

Output
Gap between HOMO and LUMO (spin up / spin down), eV: 5.2 / 4.7
2S+1: 4
Net charge: -1
E, hartree: -3177.40719

Geometry as XYZ:
```
72
C30H28BClI3N2O6Re ωB97M-V/def2-TZVPD
Re -13.72710 -14.34073 10.52414
Cl -7.69933 -15.45012 13.63186
C -9.38287 -15.03217 13.38855
C -10.32015 -15.31221 14.39233
C -11.70095 -15.37038 14.16188
I -13.17234 -15.71820 15.59046
C -12.17237 -15.11301 12.82045
O -13.36891 -15.33783 12.33846
C -11.20175 -14.55060 11.88816
N -11.70206 -13.98373 10.69423
C -10.83488 -13.57326 9.70142
C -9.44012 -13.60906 9.93715
C -8.91525 -14.02127 11.16767
C -9.81000 -14.47791 12.12704
H -9.98188 -15.51341 15.41994
H -11.23684 -13.16401 8.75511
H -8.81602 -13.43790 9.04269
H -7.83332 -14.08892 11.37132
N -12.75771 -18.47106 9.39653
C -13.44495 -17.30886 9.53920
O -12.85176 -16.22111 9.88877
C -14.88593 -17.30111 9.19927
C -15.78832 -16.72247 10.30668
H -11.84256 -18.56737 9.88474
H -13.38259 -19.24797 9.42447
H -15.18694 -18.32046 8.83739
H -14.98909 -16.55193 8.40614
H -15.46223 -17.13286 11.27384
H -16.74001 -17.20951 10.12774
I -12.74550 -10.16875 2.55419
C -13.00948 -11.38900 4.35649
C -13.50325 -12.66874 4.14252
C -13.52415 -13.59671 5.18132
C -13.22822 -13.13726 6.48777
C -12.84657 -11.77634 6.73785
C -12.71498 -10.96148 5.65358
C -13.41949 -14.21140 7.44977
O -13.45177 -15.36967 7.05052
O -13.80212 -13.86512 8.67040
H -13.77785 -13.00021 3.12940
H -13.69745 -14.64487 5.00202
H -12.65407 -11.35191 7.71294
H -12.39056 -9.92727 5.76226
C -22.88047 -14.29481 10.59878
C -21.97192 -15.43931 10.83496
C -22.41493 -16.75473 10.20817
C -21.76099 -15.70509 12.33485
C -20.62202 -14.97705 10.16643
C -20.42753 -15.12881 8.81412
C -19.18735 -14.85832 8.22729
C -18.09350 -14.70188 9.05200
O -16.77508 -15.07302 8.82638
B -16.18206 -15.14972 10.16515
O -17.05895 -14.50276 11.05519
C -18.28453 -14.29648 10.40809
C -19.55341 -14.38027 10.95404
H -23.89494 -14.47439 11.00818
H -23.10397 -14.14965 9.51443
H -22.51707 -13.34371 11.04832
H -23.31336 -17.09121 10.76146
H -21.64106 -17.51026 10.39552
H -22.62467 -16.75214 9.11019
H -22.71281 -16.01309 12.74053
H -21.49999 -14.79466 12.88300
H -21.02552 -16.50908 12.49103
H -21.23139 -15.41321 8.12719
H -18.97815 -14.87054 7.14579
H -19.78229 -14.05205 11.97806
I -15.33277 -11.18072 10.25635
C -14.34755 -12.78719 11.43581
H -14.99327 -12.93758 12.28241
H -13.40716 -12.27442 11.80743
```



Molecular formula: C30H28BN6O14S
Method: DFT, ωB97M-V/def2-TZVPD

Output
Gap between HOMO and LUMO, eV: 6.4
Net charge: -1
E, hartree: -2964.65815

Geometry as XYZ:
```
80
C30H28BN6O14S ωB97M-V/def2-TZVPD
N 3.02051 -5.23534 -1.13561
B 1.91529 -4.54391 -1.81155
O 2.15041 -3.49082 -2.66321
S 0.12051 -4.99944 -1.50355
O -0.68525 -4.15225 -2.38996
O -0.03114 -4.65812 -0.07799
O -0.06722 -6.42697 -1.74413
H 3.64680 -5.67366 -1.80667
H 3.58638 -4.50159 -0.71064
H 1.51647 -2.78770 -2.46036
C -3.44747 -1.12373 -3.71412
C -2.33339 -1.62640 -3.05326
C -1.42473 -0.75788 -2.47170
C -1.66385 0.60117 -2.54959
C -2.76886 1.12261 -3.20066
C -3.66650 0.25006 -3.78959
N -0.72262 1.53834 -1.91805
O 0.26410 1.08820 -1.37636
O -0.97960 2.73515 -1.97090
H -4.15409 -1.80749 -4.16704
H -2.13813 -2.68926 -2.98684
H -0.55858 -1.15167 -1.96359
H -2.92528 2.18977 -3.24270
H -4.53568 0.64280 -4.30068
C -4.27204 5.62623 1.19314
C -5.51105 6.03530 0.71682
C -5.91694 5.68231 -0.55994
C -5.05814 4.93125 -1.34082
C -3.82170 4.50827 -0.88591
C -3.43412 4.85878 0.39633
N -5.48124 4.54118 -2.69770
O -6.59643 4.85359 -3.06395
O -4.67418 3.93212 -3.36975
H -3.96215 5.90003 2.19310
H -6.16497 6.62827 1.34181
H -6.87687 5.99201 -0.94524
H -3.17725 3.90530 -1.51001
H -2.47387 4.53055 0.77030
C 2.61539 5.14103 -1.79194
C 2.92298 6.22257 -0.97545
C 1.91220 7.02780 -0.47643
C 0.60469 6.72910 -0.81288
C 0.27601 5.66166 -1.62926
C 1.29540 4.86171 -2.11901
N -0.48335 7.55683 -0.26141
O -0.18606 8.47792 0.47424
O -1.61733 7.24613 -0.56241
H 3.40798 4.50883 -2.17001
H 3.95227 6.43553 -0.72043
H 2.13384 7.86830 0.16404
H -0.75554 5.45015 -1.86828
H 1.05472 4.01560 -2.74722
C 2.08789 -0.23359 4.41285
C 0.74092 -0.13183 4.08999
C 0.28888 -0.55164 2.84896
C 1.20357 -1.06736 1.95152
C 2.54829 -1.17392 2.24909
C 2.98955 -0.75193 3.49334
N 0.72417 -1.53549 0.63855
O -0.45554 -1.42720 0.40243
O 1.55186 -1.99975 -0.12053
H 2.43536 0.08806 5.38621
H 0.03853 0.27049 4.80767
H -0.75501 -0.48366 2.58165
H 3.23465 -1.58579 1.52487
H 4.03774 -0.83506 3.74594
C 2.26863 -8.70231 2.19770
C 3.40191 -8.99839 2.94794
C 4.12321 -7.98097 3.54874
C 3.68769 -6.67649 3.38443
C 2.56603 -6.36030 2.64055
C 1.85239 -7.38836 2.04413
N 4.44674 -5.59342 4.03158
O 5.44325 -5.89669 4.66370
O 4.04094 -4.45565 3.90357
H 1.70765 -9.49948 1.72775
H 3.72544 -10.02439 3.06417
H 5.00649 -8.19360 4.13177
H 2.24938 -5.33509 2.51770
H 0.97904 -7.14638 1.45081
```



Molecular formula: C30H28BiN2Si
Method: DFT, ωB97M-V/def2-TZVPD

Output
Gap between HOMO and LUMO, eV: 6.9
Net charge: +1
E, hartree: -1773.27150

Geometry as XYZ:
```
62
C30H28BiN2Si ωB97M-V/def2-TZVPD
C 0.75943 1.80486 0.00363
C 0.95760 2.73003 -1.04803
C -0.25565 2.84757 -1.78354
H 1.87050 3.29914 -1.23344
C -1.22834 2.01760 -1.19202
C -0.61273 1.33557 -0.08387
H -1.12539 0.75147 0.67188
H 1.44463 1.56828 0.81918
H -0.41334 3.49305 -2.64740
H -2.28150 1.95242 -1.45424
Bi 0.41558 -0.74768 -1.26552
C -1.85490 -1.48922 -1.45160
H -2.04223 -1.62320 -0.37454
H -2.04311 -2.42979 -1.97794
H -2.47897 -0.67254 -1.81744
Si 0.42681 -0.41359 -4.01690
C 1.75485 -1.08956 -5.12609
C 2.73121 -0.15587 -5.52130
H 2.80093 0.79975 -4.99311
C 3.56850 -0.43898 -6.60278
H 4.27626 0.31306 -6.94657
C 3.49119 -1.68059 -7.24773
H 4.12422 -1.88704 -8.11228
C 2.61493 -2.65624 -6.76640
H 2.58998 -3.64052 -7.23174
C 1.75337 -2.37436 -5.69044
H 1.06534 -3.13425 -5.30656
C -0.89329 0.22867 -5.15470
C -0.72114 0.35980 -6.54451
H 0.21038 0.03007 -7.01367
C -1.72743 0.92954 -7.33892
H -1.55716 1.07776 -8.40789
C -2.94311 1.31193 -6.76028
H -3.71591 1.78053 -7.37203
C -3.15594 1.10520 -5.39116
H -4.11900 1.36161 -4.94311
C -2.12832 0.59661 -4.59434
H -2.27925 0.48654 -3.51640
H 1.02075 0.74336 -3.30359
H -0.40418 -1.47248 -2.99976
C -0.06233 -5.36116 -0.33713
C 0.19296 -4.04451 -0.73178
N 0.28201 -3.03127 0.15081
C 0.11302 -3.26898 1.47648
C -0.09957 -4.60415 1.95048
C -0.18957 -5.64653 1.01075
C -0.23670 -4.82986 3.34808
C -0.17645 -3.79950 4.25473
C 0.00440 -2.45128 3.83509
C 0.04324 -1.37814 4.74871
C 0.17549 -0.08404 4.27932
C 0.24703 0.11475 2.88663
N 0.21340 -0.88032 1.99511
C 0.12421 -2.15821 2.43249
H -0.15310 -6.12228 -1.10127
H 0.30558 -3.78911 -1.79123
H -0.37058 -6.66010 1.36550
H -0.39401 -5.85138 3.69293
H -0.27920 -3.98902 5.32568
H -0.03934 -1.59575 5.81094
H 0.21817 0.77755 4.93668
H 0.32955 1.12865 2.49465
```